1.
Below is a structure of composition C27H57InNO8 in a non-equilibrium geometry, with properties calculated with ωB97M-V/def2-TZVPD.

Structure (ORCA input):
```
! wB97M-V def2-TZVPD RIJCOSX def2/J DEFGRID3
* xyz -1 1
C 3.95007 -1.20715 -0.56718
C 3.47346 -1.19679 -2.00889
C 4.59161 -1.29074 -3.05306
C 5.03676 0.04012 -3.66989
C 6.10463 0.83936 -2.92074
C 5.62763 1.75394 -1.78042
C 4.21104 2.26060 -1.94665
C 3.75005 3.26400 -0.88970
C 2.55851 2.69404 -0.10841
In 0.77505 2.19418 -1.40152
C 0.12504 0.06449 -0.98662
C -0.57914 -0.56974 -2.14529
N -0.22571 -0.46954 -3.35500
H 4.69423 -1.98538 -0.43785
H 4.36568 -0.26090 -0.24473
H 3.11819 -1.46445 0.08133
H 2.79421 -0.37661 -2.20019
H 2.87491 -2.10031 -2.10365
H 4.18584 -1.86158 -3.88483
H 5.43722 -1.86239 -2.67929
H 5.48332 -0.22302 -4.62739
H 4.15658 0.62540 -3.90579
H 6.61275 1.46368 -3.65074
H 6.86877 0.16841 -2.54114
H 5.74899 1.28458 -0.81015
H 6.29195 2.61595 -1.75090
H 4.09928 2.68248 -2.93902
H 3.55404 1.40557 -1.90342
H 4.55930 3.53949 -0.21504
H 3.42989 4.17054 -1.39479
H 2.91821 1.75796 0.32154
H 2.25943 3.35674 0.70065
H 1.38905 2.17154 -3.10705
H -0.54288 3.37226 -1.29769
H -0.58253 0.10275 -0.15608
H 0.94671 -0.54604 -0.62660
H -1.46634 -1.17013 -1.93882
H 0.59957 0.13728 -3.39696
O 1.54414 -3.71763 0.21776
C 1.57572 -4.67479 -0.50144
O 2.41126 -5.69712 -0.19886
C 2.41795 -6.93385 -0.90792
C 3.27665 -6.86720 -2.15473
C 0.76737 -4.72363 -1.77880
H 1.39949 -7.26150 -1.12428
H 2.83822 -7.65766 -0.21048
H 2.89444 -6.13661 -2.86736
H 3.31280 -7.84039 -2.64644
H 4.29178 -6.56724 -1.89495
H 1.30945 -4.18340 -2.55426
H -0.17773 -4.21683 -1.60007
H 0.54225 -5.72789 -2.13208
O 0.47818 5.52187 2.13877
C 0.49372 4.58401 2.88693
O -0.53082 3.71587 2.88869
C -0.52986 2.48582 3.61592
C -0.95790 2.68523 5.05514
C 1.61367 4.40404 3.88935
H 0.43803 1.98907 3.53350
H -1.25182 1.84858 3.10867
H -0.26700 3.33487 5.59553
H -1.00717 1.72654 5.57205
H -1.94193 3.15296 5.09133
H 1.40971 5.02954 4.75789
H 2.53833 4.73408 3.42226
H 1.76188 3.37670 4.21383
O -3.60816 0.05134 3.38877
C -3.57845 -0.95203 2.72624
O -2.60016 -1.85091 2.96515
C -2.56007 -3.13908 2.35072
C -1.93665 -3.08489 0.97254
C -4.55190 -1.18262 1.59642
H -3.55376 -3.59110 2.33716
H -1.94747 -3.75064 3.01249
H -2.51917 -2.46153 0.29468
H -1.86623 -4.08741 0.54581
H -0.93561 -2.65483 1.02051
H -4.19175 -0.66076 0.71086
H -5.51341 -0.76762 1.87944
H -4.71085 -2.23133 1.35389
O -7.26042 0.06670 0.94244
C -7.68529 1.17676 0.75709
O -6.95364 2.02507 0.01785
C -7.40103 3.31914 -0.39111
C -7.14604 4.36632 0.67297
C -8.96761 1.65482 1.39978
H -8.44715 3.28531 -0.70170
H -6.81694 3.54979 -1.27998
H -7.70044 4.15517 1.58808
H -7.43955 5.35301 0.31344
H -6.08760 4.38780 0.93065
H -8.74826 1.96817 2.41943
H -9.66352 0.81995 1.42997
H -9.45505 2.47136 0.87248
*
```

Computed properties:
E_HOMO ... -4.4 eV
M ... 638.6 g/mol
Strongest force on any atom ... 0.020 hartree/bohr

***

2.
Below is a cluster of 2 separate species, C2H8N2O2 in total in a non-equilibrium geometry, with properties calculated with ωB97M-V/def2-TZVPD.

Structure (ORCA input):
```
! wB97M-V def2-TZVPD RIJCOSX def2/J DEFGRID3
* xyz 0 1
O -1.01873 -1.11364 2.18064
C 0.13367 -0.87365 1.83363
N 0.28425 -0.17684 0.62983
C -0.96984 0.30811 0.13889
N -1.30854 -0.26624 -1.21943
H 0.99550 -1.28437 2.47687
H 1.19179 -0.19985 0.05168
H -1.81184 0.14265 0.92224
H -0.78130 1.37485 0.09795
H -1.69325 0.26627 -1.97848
H -1.95914 -0.98104 -1.22111
H 1.99570 0.38760 -1.77051
H 2.35891 1.70779 -1.02317
O 2.58281 0.70837 -1.11903
*
```

Computed properties:
SMILES ... NCNC=O.O
Energy relative to the best compared isomer or geometry (same formula, charge and spin) ... 197.4 kJ/mol
E_HOMO ... -9.2 eV
M ... 92.1 g/mol
Strongest force on any atom ... 0.068 hartree/bohr